One molecule with the formula C3H6N2O in a non-equilibrium geometry, computed with ωB97M-V/def2-TZVPD.

Output
Lowest unoccupied orbital energy: 0.8 eV
SMILES string: C[C@@H](C#N)ON
HOMO: -0.3577 hartree
Orbital gap: 0.3885 Ha
Molecular weight: 86.09 g mol⁻¹
Energy above the lowest of the compared OMol25 structures with the same formula, charge and spin: 413.90 kJ/mol

Each line ends with the Mulliken charge.
CARTESIAN COORDINATES (ANGSTROEM)
H: -0.41442 -0.48469 -2.01598  0.270
C: 0.23085 -0.94952 -1.20128  -1.096
O: 0.50917 0.92559 0.45954  -0.281
C: -0.33492 -0.50100 0.12585  0.428
N: 0.41360 -1.82977 2.19597  -0.412
H: -1.40816 -0.23509 0.28432  0.328
N: -0.35355 2.07167 0.63035  -0.476
H: 0.15880 -2.06586 -1.49104  0.316
H: 0.14405 2.50021 1.47079  0.262
C: 0.06559 -1.30574 1.23163  0.116
H: -0.30687 2.64893 -0.19349  0.228
H: 1.29586 -0.77474 -1.49668  0.316



An isolated ion of composition C9H10NO2 and charge +1 in a non-equilibrium geometry, computed with ωB97M-V/def2-TZVPD.

Output
Lowest unoccupied orbital energy (alpha / beta): -6.1 / -6.4 eV
HOMO (alpha / beta): -0.4540 / -0.4566 hartree
Orbital gap (alpha / beta): 0.2284 / 0.2213 Ha
Molecular weight: 164.18 g mol⁻¹
Net charge: +1
Energy above the lowest of the compared OMol25 structures with the same formula, charge and spin: 46.99 kJ/mol

Each line ends with the Mulliken charge.
CARTESIAN COORDINATES (ANGSTROEM)
N: -1.44184 2.93338 0.05691  -0.409
H: -2.37291 3.30402 0.14811  0.203
H: 0.89906 1.82561 0.05735  0.519
H: -3.28511 1.03430 0.15797  0.371
H: -1.15324 -3.18892 0.58411  0.376
O: 2.78477 1.49583 -0.41731  -0.503
C: -0.73131 -1.20760 -0.02646  0.680
C: -1.20323 1.60984 0.06137  0.639
C: 1.70471 -0.73633 0.08351  -0.480
C: 0.39746 -0.27678 0.01710  0.912
H: 0.38555 -3.06108 -0.29037  0.428
O: 4.03964 -0.23483 0.27258  -0.377
H: 1.71036 -1.91227 0.24783  0.198
H: 4.82814 0.32814 0.18580  0.382
H: -1.14810 -2.94853 -1.13923  0.361
C: -0.62436 -2.67111 -0.21983  -1.580
C: 0.09190 1.11488 0.03606  -0.660
C: -2.26799 0.67535 0.10221  -0.566
C: -2.01635 -0.67943 0.05115  -0.670
C: 2.92820 0.37733 -0.04879  0.504
H: -0.67133 3.57982 0.03330  0.216
H: -2.85404 -1.36162 0.04665  0.455



A 8-piece molecular cluster, C45H41N7O15 overall in a non-equilibrium geometry, computed with ωB97M-V/def2-TZVPD.

Output
Lowest unoccupied orbital energy: -0.7 eV
SMILES string: O=[N+]([O-])c1ccccc1.O=[N+]([O-])c1ccccc1.O=[N+]([O-])c1ccccc1.O=[N+]([O-])c1ccccc1.O=[N+]([O-])c1ccccc1.O=[N+]([O-])c1ccccc1.O=[N+]([O-])c1ccccc1.CC(C)=O
HOMO: -0.3482 hartree
Orbital gap: 0.3237 Ha
Molecular weight: 919.86 g mol⁻¹

Each line ends with the Mulliken charge.
CARTESIAN COORDINATES (ANGSTROEM)
H: 1.48468 -2.39167 -0.96912  0.269
H: -10.11802 -3.73267 0.72682  0.369
H: 1.08368 -7.06544 2.60262  0.384
C: 1.44091 4.20054 5.02046  -0.470
H: 5.41919 6.67733 -0.59246  0.393
C: 1.80320 7.94094 -0.45120  -0.160
H: -10.26687 -2.14623 2.57059  0.388
H: 0.14158 -1.80502 -2.01561  0.231
H: 11.84908 6.42333 -5.96990  0.370
C: 0.82729 -1.55512 -1.20601  -0.801
C: 3.38677 6.21474 -1.00886  -0.375
C: -9.18340 -3.32071 1.07778  -0.477
C: 1.38984 -4.15258 4.22792  0.079
N: -1.96715 -7.09380 -2.79022  0.992
H: -5.66090 2.85509 -1.83681  0.393
C: 1.51868 -5.14217 3.24506  -0.297
H: 11.83331 4.45459 -7.48296  0.374
C: -4.74510 -8.63056 -0.76006  -0.373
H: -7.82530 -4.23855 -0.27745  0.384
H: -5.87414 -3.13121 0.40781  0.573
C: -3.82499 -6.83815 0.52218  -0.589
O: -2.65135 -1.45984 -4.83640  -0.603
H: 0.82740 4.28244 6.97888  0.381
C: 0.85682 -6.36675 3.39432  -0.432
O: -2.09458 -7.63292 -3.85834  -0.579
H: 0.65191 1.90219 2.64805  0.462
O: 1.21126 0.73443 -1.70312  -0.599
N: 2.11354 -2.87002 4.08374  0.938
O: -0.91567 0.83246 7.17654  -0.553
O: -4.44636 -2.44853 -4.23573  -0.611
H: 3.58326 5.21040 -1.35396  0.432
O: 2.28555 -2.19671 5.05495  -0.549
C: 1.40177 3.54162 3.78332  -0.439
O: 8.16298 1.61148 -5.90399  -0.541
H: 2.01990 3.89607 2.97173  0.424
H: 2.13425 5.01712 5.15791  0.362
H: 0.45760 -3.75821 6.16205  0.450
C: 0.60943 2.41999 3.59488  -0.463
H: 4.89434 9.07634 0.22827  0.423
N: -0.74580 2.05055 7.08772  0.896
H: -2.14123 -5.81073 -0.47023  0.547
O: -6.02312 -0.06908 3.01289  -0.569
C: -2.89824 -7.42691 -1.64744  0.159
H: -7.16530 0.95253 -2.39327  0.407
C: 11.19357 4.45426 -6.61283  -0.538
C: 1.68827 -0.40523 -1.64479  0.749
C: -4.72350 -7.85025 0.39239  -0.422
C: -5.52676 -0.25763 -3.14686  -0.165
C: 0.69917 3.70518 6.07515  -0.194
C: 2.79057 8.83734 -0.08436  0.136
O: 7.95181 2.27152 -3.86627  -0.552
H: -0.68485 0.95507 4.53104  0.447
C: 11.20836 5.58226 -5.74972  -0.325
H: -3.90008 -8.96717 -2.69779  0.450
C: -0.17886 1.90171 4.65043  -0.560
H: -8.28860 -0.88859 3.21292  0.390
O: 1.25086 10.61113 0.06800  -0.554
H: 8.89155 4.60158 -3.49209  0.424
H: -5.46658 -9.43332 -0.79804  0.373
H: -3.96605 -6.13478 1.32950  0.483
H: 3.82899 0.08458 -1.58228  0.304
O: 3.11787 10.83803 1.03539  -0.563
C: -3.91773 1.95033 -2.83121  -0.542
H: 1.29799 5.94635 -1.19863  0.394
C: -2.88177 -6.59655 -0.49222  -0.467
C: -5.25658 1.97747 -2.31920  -0.421
C: -8.18088 -1.67007 2.47528  -0.236
H: 10.35939 2.51744 -6.94161  0.393
C: -6.91166 -1.89605 1.93431  0.038
C: 4.12818 8.39570 -0.11247  -0.350
H: 10.44394 6.45480 -3.92158  0.379
O: -1.08064 -6.27203 -2.54170  -0.589
O: -4.62026 -1.48568 2.18113  -0.560
C: -6.79585 -2.86544 0.90403  -0.327
H: -3.23909 2.76477 -2.62496  0.382
C: 9.46950 3.47649 -5.21889  0.126
O: -1.00602 2.85505 7.94911  -0.560
C: 2.06836 6.67211 -0.98370  -0.595
C: -0.00850 -6.56130 4.43145  -0.429
C: -9.32262 -2.32549 2.07798  -0.441
C: -3.84682 -8.42480 -1.76538  -0.382
C: 10.29709 3.41864 -6.34968  -0.280
N: 2.35984 10.17161 0.39537  0.918
C: 4.40813 7.05649 -0.57288  -0.456
C: -6.09996 0.88198 -2.55597  -0.575
H: -2.37200 0.75083 -3.76166  0.460
C: 9.54420 4.52234 -4.34893  -0.168
H: -6.18787 -1.10725 -3.23340  0.425
C: -4.22657 -0.26736 -3.64374  0.156
C: -0.19325 -5.60008 5.36729  -0.457
C: 3.15742 -0.61797 -2.07575  -1.031
H: -5.44353 -8.03759 1.17524  0.395
N: 8.47479 2.37968 -4.98606  0.875
H: 0.23020 -1.23030 -0.35391  0.274
C: -0.07750 2.54347 5.91084  0.265
H: 0.75064 8.14378 -0.31941  0.358
N: -3.72878 -1.47367 -4.29081  1.044
H: -0.89712 -5.75239 6.17214  0.390
C: 0.51826 -4.42278 5.31288  -0.261
N: -5.75727 -1.07017 2.39811  0.969
H: 3.55130 -1.57543 -1.73483  0.320
C: -7.95696 -3.51570 0.51410  -0.503
H: -0.58342 -7.45927 4.25965  0.360
C: -3.40059 0.80528 -3.43694  -0.347
H: 3.25758 -0.53722 -3.15813  0.287
C: 10.37818 5.60085 -4.57949  -0.536
O: 2.50810 -2.44535 2.97618  -0.574
H: 2.06373 -4.99186 2.32487  0.398



C42H44BClN7O7SbSn as an isolated structure in a non-equilibrium geometry, computed with ωB97M-V/def2-TZVPD.

Output
Lowest unoccupied orbital energy (alpha / beta): 3.8 / 3.8 eV
HOMO (alpha / beta): 0.0024 / 0.0023 hartree
Orbital gap (alpha / beta): 0.1381 / 0.1381 Ha
Molecular weight: 1045.59 g mol⁻¹
Net charge: -2

Each line ends with the Mulliken charge.
CARTESIAN COORDINATES (ANGSTROEM)
O: -0.10480 -0.03348 -1.13266  -0.536
H: -2.60108 -2.68353 -0.14215  0.171
H: -6.16709 -0.48288 -1.21009  0.487
C: 4.02950 1.83290 4.19500  -0.736
H: -5.77792 -4.27622 -3.57067  0.374
H: -3.83231 4.21379 -1.37476  0.483
C: -4.79777 -2.57265 -2.71722  -0.255
C: -3.58303 -4.37787 -0.99792  -0.671
C: -0.64921 2.61383 5.14255  -1.398
C: -2.84750 4.42304 -0.97612  -0.630
C: 5.08906 2.05719 -0.08947  -0.978
C: 1.70700 1.09267 4.77960  -0.044
H: 4.17568 -3.82429 -1.73692  0.386
C: 2.74397 2.30138 -1.54825  -0.186
H: 1.81694 2.36278 -2.10733  0.441
H: -2.73727 6.34923 -1.92591  0.369
N: 2.47441 1.44513 2.48746  0.381
C: -2.23650 3.48408 -0.16487  -0.670
C: -3.91014 -2.10735 -1.75140  -0.040
C: -0.34429 4.99933 -0.01205  0.589
C: -5.08384 -3.92768 -2.81459  -0.852
C: -3.51447 -0.64186 -1.65613  2.662
H: -0.91526 -4.98567 0.55803  -0.055
H: 0.59918 -2.47810 -2.45588  0.395
C: 4.18302 -2.73777 -1.63989  -0.795
O: 3.98590 1.53006 6.55206  -0.617
H: -4.70636 -5.88909 -2.03284  0.403
C: -0.77446 -3.14817 1.84545  0.040
H: -7.77801 1.17128 -2.07550  0.369
H: 4.37876 -0.98835 -2.89858  0.266
C: 0.95309 -3.17210 -1.69098  -0.084
C: -4.47826 -4.83293 -1.95571  -0.529
H: 2.97767 1.29367 6.29793  0.402
C: -0.96533 5.95277 -0.80776  -1.114
H: 2.20838 -4.31481 -3.04534  0.256
H: 5.07373 -2.45069 -3.61213  0.344
C: -0.63701 1.42078 4.24236  0.986
H: 5.05582 -2.45863 -1.04569  0.449
O: -4.28155 -0.08745 0.62118  -0.747
H: 1.81955 3.44504 1.85160  0.791
H: 1.72947 1.95397 0.28879  -1.547
H: 0.12514 -3.34619 -0.99779  -0.145
H: 1.78685 -5.16698 -1.55034  0.237
C: -4.97936 2.28695 -3.60388  -0.882
H: -2.33945 -4.76993 1.94814  -0.208
O: 5.75185 2.53193 5.67398  -0.705
C: 4.66281 1.99539 5.52491  0.520
C: 2.67310 1.40720 3.88081  0.405
C: 1.41334 -4.48275 -2.31538  -1.219
N: 0.87720 4.95890 0.62863  0.023
H: -7.01521 2.96376 -3.60603  0.384
H: -2.71656 2.55539 0.11179  0.587
H: 3.69112 -5.20473 0.03231  0.228
C: 2.56023 -3.63937 1.03519  -0.436
H: -0.48891 6.89703 -1.04179  0.381
H: 3.74054 -5.28735 1.79449  0.411
C: -1.33151 -0.14612 -1.05705  0.074
H: -3.03135 1.40192 -3.40557  0.392
H: 4.00968 2.59412 -3.27170  0.353
N: -0.10555 3.02925 1.10349  0.229
H: -5.26939 -1.87708 -3.39949  0.449
H: 4.68950 -4.06424 0.94049  0.268
C: -3.29963 -3.02586 -0.89848  0.045
H: 0.58674 -4.97905 -2.83415  0.405
B: -1.15789 -4.65817 1.70506  0.249
C: -5.83848 0.28306 -1.89844  -0.141
H: 3.32076 -2.23175 -3.57070  0.292
C: -6.31401 2.22483 -3.23700  -0.352
C: -4.49484 0.33259 -2.27400  -0.980
Cl: 6.18615 2.72669 2.77018  -0.211
C: 0.95911 3.75924 1.27344  -1.147
C: 3.73938 -4.60215 0.94155  -1.262
O: -1.58416 1.07231 3.54697  -0.676
Sn: -0.00220 0.25688 1.60928  2.012
H: 2.59179 -3.10341 1.98531  0.442
H: -1.78092 -0.97329 -2.89561  0.360
O: 0.48087 0.72597 4.11978  -0.129
H: 1.59780 5.65548 0.59035  0.237
C: 5.12748 2.27146 -1.45420  -0.702
C: 4.24465 -2.06542 -3.00914  -1.193
H: 6.01364 1.90717 0.43661  0.382
H: -0.48182 -5.28316 2.49145  -0.198
C: 3.96327 2.42650 -2.20243  -0.872
C: 3.85687 2.00085 0.59501  0.436
C: -4.07542 1.34673 -3.12735  -0.133
H: 0.05662 3.33562 4.72064  0.305
C: -0.95826 3.77383 0.30898  0.019
H: -4.63055 3.07506 -4.26087  0.412
H: -3.09289 -5.06617 -0.32141  0.284
C: 4.61111 2.08469 2.98598  0.320
C: -6.73868 1.21951 -2.37728  -0.941
N: -2.15153 -0.45305 -2.11805  0.265
H: -1.64805 3.03957 5.17874  0.345
H: 1.61493 -4.18470 1.01202  0.139
C: -3.34338 -0.19519 -0.13750  -0.923
C: 2.68733 2.07990 -0.18590  1.560
O: 1.72747 1.04596 6.08725  -0.993
N: -0.45600 -2.03876 1.91871  -0.851
N: -2.03400 0.05117 0.08155  0.426
N: 3.72207 1.84913 1.95799  0.162
H: 6.09316 2.30437 -1.94711  0.347
Sb: 2.41728 -2.07302 -0.49980  0.424
H: -0.27296 2.34093 6.12692  0.374
C: -2.22453 5.63521 -1.29280  -0.451